w) Below is 4 unconnected molecules or ions with the total composition C6H20O4, with properties calculated with ωB97M-V with the def2-TZVPD basis set.

Calculated values
**SMILES**: CCO.CCO.CCO.O
**HOMO energy**: -9.8146 eV

Positions of all 30 atoms, in Å:
H: 1.37387 3.92252 0.27029
H: -1.16795 3.34780 -1.91785
H: -1.40060 1.43539 -0.60007
H: 1.33342 -1.11434 -0.57269
C: 0.65405 -1.61430 -2.27969
O: 0.81365 -0.67322 -1.21884
H: 1.15014 -1.37309 4.25410
H: 0.92034 -1.11669 -3.22167
H: 1.30727 2.16316 -1.47404
H: 0.94404 -2.93749 3.25343
C: 0.37433 3.59077 -0.13539
C: -0.60144 -1.55592 2.79843
H: -0.98107 -3.09144 -2.80069
C: 0.46741 -2.10113 3.75422
H: -0.47810 -0.27995 1.34420
H: 0.02004 2.85134 0.49660
H: -0.27232 4.48332 -0.11752
H: -1.16362 -2.45448 2.49416
C: 0.66161 3.01801 -1.54277
H: 0.01990 -2.49472 4.68378
H: 1.13349 3.57382 -2.33698
H: -1.24694 -0.90915 3.33606
O: -0.60743 2.58441 -2.07588
H: -0.72537 -2.89953 -1.14330
C: -0.75955 -2.31640 -2.08992
O: -1.23730 0.65152 -0.04563
H: -0.59325 0.11886 -0.56045
H: 1.49801 -2.35739 -2.23655
O: 0.08613 -0.93031 1.74553
H: -1.52276 -1.52136 -2.06088

Charges obtained by natural (NBO) population analysis, quoted in units of e: 0.2132, 0.4603, 0.4927, 0.4919, -0.0689, -0.7426, 0.2108, 0.1821, 0.1900, 0.2045, -0.6442, -0.0596, 0.2119, -0.6260, 0.5034, 0.2313, 0.1996, 0.1472, -0.0773, 0.2014, 0.1724, 0.1610, -0.7339, 0.2137, -0.6422, -1.0177, 0.4985, 0.1607, -0.7576, 0.2236



x) Below is 4 unconnected molecules or ions with the total composition C6H20O4, with properties calculated with ωB97M-V with the def2-TZVPD basis set.

Calculated values
**SMILES**: CCO.CCO.CO.CO
**HOMO energy**: -10.0123 eV

Positions of all 30 atoms, in Å:
H: 1.24312 3.12108 -2.10897
H: -1.08833 -6.24047 -1.05437
H: 1.94309 -2.55797 0.91009
H: -1.44272 -5.52322 -2.68600
H: -3.01858 2.53795 3.07216
H: 1.98955 0.07690 0.14519
O: 2.14402 4.20847 -0.62763
C: 1.11705 -1.97298 0.50568
O: 0.17565 -4.75929 -1.67911
H: -1.66442 2.08604 1.18203
H: -0.41459 5.16356 -1.24571
H: 2.94949 3.68636 -0.61267
O: -2.16572 2.18086 3.33043
C: 1.03714 3.45384 -1.09165
H: -0.64146 4.21809 0.15303
H: 1.54073 -0.31752 1.87872
H: 0.16282 -2.34069 0.88294
H: -2.31574 0.66988 1.95132
C: 1.30882 -0.44097 0.82086
H: 0.79992 -2.94411 -1.13064
H: 0.31922 -0.00644 0.67955
C: -1.66649 1.52920 2.11906
H: -0.66959 1.10880 2.25148
C: -0.32460 4.13827 -0.88684
C: -1.08045 -5.34360 -1.67377
H: -1.13806 3.62731 -1.40192
O: 0.94912 -2.02572 -0.89421
H: 0.73614 -5.24510 -1.06966
H: 0.99815 2.54806 -0.48656
H: -1.78328 -4.63664 -1.23293

Charges obtained by natural (NBO) population analysis, quoted in units of e: 0.1609, 0.1689, 0.1504, 0.1777, 0.4615, 0.2172, -0.7315, -0.0588, -0.7344, 0.1697, 0.2146, 0.4712, -0.7170, -0.0573, 0.2103, 0.2043, 0.1544, 0.1623, -0.6247, 0.4867, 0.1998, -0.2657, 0.1882, -0.6368, -0.2419, 0.2143, -0.7410, 0.4751, 0.1549, 0.1666



Out of the structures above, which one is the most stable? Solution: w).